(1)
Computed, not measured: an isolated molecule of C21H24N2O5 at a distorted geometry, with wB97M-V/def2-TZVPD.

XYZ file:
```
52
Properties=species:S:1:pos:R:3:forces:R:3:lowdin_charge:R:1
C -4.413 -3.075 0.588 0.1 0.2 0.0 -0.0206
C -4.282 -1.645 0.138 0.0 -0.2 0.1 -0.1330
C -4.921 -1.201 -1.015 0.4 0.3 0.4 -0.2686
O -5.673 -2.025 -1.777 0.0 -0.1 0.0 0.0871
C -4.813 0.134 -1.419 -0.2 -0.1 -0.2 -0.0056
C -4.053 1.011 -0.692 0.0 -0.2 0.1 -0.0310
C -3.371 0.606 0.465 -0.1 -0.3 0.3 -0.1077
C -2.523 1.503 1.244 -0.1 0.1 0.0 -0.2965
O -2.080 1.175 2.348 0.0 0.0 0.0 0.0518
C -2.096 2.853 0.678 0.2 0.2 0.1 -0.1051
N -0.854 2.837 -0.071 -0.2 0.0 0.1 -0.1522
C -0.846 2.237 -1.385 0.0 -0.2 -0.2 -0.1538
C -0.496 0.743 -1.395 -0.1 0.2 -0.1 -0.1645
N 0.786 0.552 -0.746 0.0 0.0 -0.1 -0.1697
C 1.248 -0.822 -0.824 0.0 0.0 -0.1 -0.1603
C 2.688 -0.928 -0.398 0.0 -0.2 0.1 -0.2270
C 3.105 -1.903 0.493 -0.2 0.1 -0.1 -0.0436
C 4.437 -2.020 0.888 0.5 0.1 0.0 0.0091
C 5.326 -1.118 0.361 -0.3 0.3 -0.3 -0.2067
C 4.913 -0.128 -0.533 0.0 -0.4 0.3 -0.1913
C 3.605 -0.014 -0.930 0.4 0.0 0.0 0.0553
O 5.994 0.633 -0.899 -0.5 0.0 -0.1 0.0346
C 7.099 0.092 -0.208 1.2 0.4 -0.1 -0.1637
O 6.675 -1.002 0.577 -0.3 -0.3 0.2 0.0319
C 0.711 1.014 0.629 0.0 0.2 0.1 -0.1554
C 0.354 2.504 0.655 0.2 -0.1 0.2 -0.1488
C -3.521 -0.741 0.891 -0.1 0.3 -0.3 -0.2091
O -2.931 -1.197 2.000 0.1 0.1 0.1 0.0791
H -5.455 -3.330 0.787 -0.1 -0.1 0.0 0.0916
H -3.850 -3.213 1.506 0.0 -0.1 0.0 0.0794
H -4.017 -3.761 -0.162 0.0 -0.1 0.0 0.0913
H -5.682 -2.911 -1.392 0.0 0.1 0.0 0.0966
H -5.341 0.445 -2.305 -0.1 0.1 -0.1 0.1173
H -3.999 2.036 -1.018 0.0 0.1 0.0 0.1031
H -2.864 3.294 0.043 0.0 0.0 0.1 0.1134
H -1.936 3.516 1.536 -0.2 -0.1 0.0 0.1323
H -1.809 2.397 -1.869 0.0 0.1 0.0 0.1124
H -0.075 2.761 -1.962 -0.1 -0.1 -0.1 0.1244
H -0.421 0.403 -2.431 0.0 0.0 0.0 0.1244
H -1.295 0.160 -0.901 0.1 0.0 -0.1 0.1158
H 0.624 -1.501 -0.214 0.0 0.0 -0.1 0.1270
H 1.163 -1.139 -1.869 -0.1 0.0 0.1 0.1293
H 2.382 -2.596 0.896 -0.1 0.0 0.0 0.1089
H 4.757 -2.781 1.580 0.0 -0.1 0.1 0.1164
H 3.281 0.752 -1.612 0.0 0.2 -0.1 0.1276
H 7.541 0.863 0.442 -0.2 -0.2 -0.1 0.1388
H 7.857 -0.247 -0.933 -0.2 0.0 0.1 0.1388
H 1.689 0.872 1.095 0.0 0.0 0.1 0.1256
H -0.028 0.432 1.204 0.1 0.0 0.0 0.1185
H 0.256 2.838 1.688 0.0 0.0 0.0 0.1241
H 1.172 3.057 0.179 0.1 0.0 0.1 0.1245
H -2.485 -0.422 2.436 -0.1 -0.1 -0.2 0.0839
```
Positions in Å, forces in eV/Å.

Results
- HOMO level (eV) = -8.00
- largest force on an atom (eV/Å) = 1.27
- structure (SMILES) = Cc1c(O)ccc(C(=O)CN2CCN(Cc3ccc4c(c3)OCO4)CC2)c1O

***

(2)
Computed, not measured: an isolated molecule of C21H24N2O5S, with wB97M-V/def2-TZVPD.

XYZ file:
```
53
Properties=species:S:1:pos:R:3:forces:R:3:lowdin_charge:R:1
C -3.054 -3.391 0.868 -0.3 0.0 0.3 -0.0635
O -2.532 -3.280 -0.439 0.3 -0.1 -0.2 -0.0630
C -1.624 -2.319 -0.750 0.0 0.2 -0.1 -0.2033
C -1.506 -2.054 -2.116 -0.1 -0.1 0.2 0.0014
C -0.647 -1.085 -2.586 0.0 0.1 0.0 -0.0644
C 0.089 -0.326 -1.695 0.0 -0.1 0.1 -0.0348
C 0.005 -0.581 -0.336 -0.2 -0.2 0.0 -0.1089
C 0.744 0.311 0.642 0.2 -0.3 0.1 -0.1423
C 2.178 0.575 0.240 -0.2 0.5 -0.1 -0.0185
C 3.095 -0.559 0.108 -0.1 -0.1 0.0 -0.3654
O 2.666 -1.706 0.080 0.1 0.3 0.0 0.0603
C 4.525 -0.299 0.020 0.7 -0.4 -0.2 -0.4343
C 5.290 0.751 0.462 -0.4 -0.2 -0.1 -0.1048
C 6.663 0.546 0.256 0.3 -0.1 -0.1 -0.1720
C 6.930 -0.653 -0.334 -0.3 -0.2 -0.1 -0.4007
S 5.517 -1.569 -0.631 0.0 0.5 0.2 1.0896
C 2.293 1.888 -0.053 0.1 -0.4 0.1 -0.1647
O 3.293 2.638 -0.512 -0.2 0.0 0.0 0.1107
C 0.991 2.571 0.201 0.0 0.1 0.1 -0.3874
O 0.814 3.765 0.028 0.0 0.2 -0.1 0.0884
N 0.148 1.633 0.658 0.2 0.0 0.0 0.0158
C -1.234 1.849 1.004 -0.4 0.3 -0.2 -0.0837
C -2.114 2.048 -0.241 0.1 -0.1 0.1 -0.1767
N -3.522 1.961 0.105 0.1 0.1 0.0 -0.2730
C -4.355 2.726 -0.799 0.0 0.0 0.1 -0.1085
C -3.969 0.586 0.182 0.0 0.1 0.0 -0.0979
C -0.825 -1.596 0.148 0.1 0.0 0.1 -0.1708
O -0.834 -1.860 1.511 -0.3 0.2 -0.4 -0.1412
C 0.157 -2.808 1.888 0.2 -0.2 0.1 -0.0527
H -3.966 -3.979 0.763 0.1 0.0 0.0 0.0965
H -2.371 -3.913 1.541 0.0 0.1 0.0 0.0828
H -3.297 -2.413 1.289 0.0 -0.1 0.0 0.0885
H -2.113 -2.639 -2.789 -0.1 -0.1 -0.1 0.1200
H -0.568 -0.904 -3.647 0.0 0.0 -0.1 0.1068
H 0.736 0.462 -2.050 0.1 0.1 -0.1 0.1262
H 0.682 -0.130 1.643 0.1 0.1 -0.1 0.1703
H 4.885 1.627 0.931 -0.1 0.2 0.1 0.1126
H 7.422 1.257 0.532 0.1 0.1 0.0 0.1028
H 7.886 -1.052 -0.612 0.2 0.0 -0.1 0.0630
H 2.929 3.541 -0.614 0.0 -0.1 0.1 0.1317
H -1.304 2.740 1.633 0.0 -0.1 0.0 0.1373
H -1.570 0.984 1.576 0.0 0.0 0.0 0.1213
H -1.906 3.040 -0.646 0.0 0.0 0.0 0.1208
H -1.837 1.303 -1.006 0.0 0.1 0.0 0.1173
H -5.388 2.671 -0.457 -0.1 0.0 -0.1 0.0812
H -4.311 2.357 -1.836 0.0 0.0 0.0 0.0889
H -4.041 3.768 -0.783 0.0 0.1 -0.1 0.0832
H -3.360 0.041 0.900 0.0 -0.1 0.0 0.0658
H -5.003 0.567 0.523 0.0 -0.1 0.0 0.0865
H -3.905 0.067 -0.789 0.0 0.0 0.0 0.0937
H 0.179 -2.807 2.976 0.0 -0.1 0.0 0.0985
H -0.098 -3.810 1.526 0.0 0.0 0.0 0.0959
H 1.137 -2.538 1.487 -0.1 0.0 0.0 0.0748
```
Positions in Å, forces in eV/Å.

Results
- HOMO level (eV) = -8.42
- largest force on an atom (eV/Å) = 0.83
- structure (SMILES) = COc1cccc([C@H]2C(C(=O)c3cccs3)=C(O)C(=O)N2CCN(C)C)c1OC

***

(3)
Computed, not measured: an isolated molecule of C21H24N4O3S at a distorted geometry, with wB97M-V/def2-TZVPD.

XYZ file:
```
53
Properties=species:S:1:pos:R:3:forces:R:3:lowdin_charge:R:1
C -0.310 -4.714 0.570 0.0 0.0 0.0 -0.0999
O -1.556 -4.139 0.250 -0.1 0.0 0.1 -0.1749
C -1.480 -2.940 -0.470 -0.1 0.3 0.0 -0.2005
C -1.062 -1.737 0.399 -0.1 -0.8 0.2 -0.1241
N -1.049 -0.536 -0.382 0.1 0.6 -0.6 0.0127
C -0.065 -0.187 -1.262 0.0 0.1 0.0 -0.6217
S 1.418 -1.079 -1.415 0.2 -0.3 -0.2 1.0235
C 2.467 0.214 -2.164 -0.1 -0.3 0.0 -0.3064
C 3.697 0.456 -1.304 -0.2 -0.1 -0.3 -0.5081
O 4.810 0.250 -1.745 0.1 -0.1 -0.2 0.0647
N 3.488 0.838 -0.021 0.1 0.1 0.3 -0.0102
C 4.606 0.745 0.912 0.5 0.0 0.1 -0.1077
C 4.189 0.118 2.252 -0.1 -0.1 0.0 -0.1441
C 2.843 -0.605 2.120 0.1 0.1 0.1 -0.1320
C 1.851 0.419 1.662 0.1 -0.1 -0.1 -0.1952
C 0.651 0.704 2.287 0.1 0.0 0.0 -0.0375
C -0.152 1.731 1.814 0.0 0.1 0.0 -0.0835
C 0.256 2.492 0.732 -0.1 0.0 0.1 -0.0792
C 1.455 2.217 0.096 0.2 -0.1 0.1 -0.0130
C 2.240 1.167 0.548 -0.4 0.2 0.1 -0.2146
N -0.385 0.893 -1.920 0.8 -0.5 -0.4 0.0300
N -1.592 1.278 -1.488 -0.9 0.4 0.4 0.0792
C -2.003 0.436 -0.573 0.3 0.0 -0.2 -0.2506
C -3.264 0.551 0.115 -0.9 0.2 -0.1 -0.1044
C -3.597 0.201 1.458 -0.5 0.1 0.2 -0.0204
C -4.899 0.544 1.620 0.6 -0.4 0.5 -0.1064
O -5.396 1.074 0.488 -0.3 0.2 -0.2 0.0636
C -4.410 1.093 -0.424 1.0 -0.3 -0.3 -0.2562
C -4.681 1.640 -1.775 -0.2 -0.1 0.2 0.0066
H 0.331 -4.785 -0.316 0.0 0.0 0.0 0.0932
H 0.218 -4.146 1.344 0.0 0.0 0.0 0.0835
H -0.525 -5.712 0.945 0.1 0.0 0.0 0.0914
H -2.487 -2.765 -0.861 0.1 0.1 0.0 0.1367
H -0.779 -3.033 -1.313 -0.1 0.0 0.0 0.1106
H -0.052 -1.891 0.792 -0.1 0.1 0.1 0.1024
H -1.762 -1.633 1.226 0.1 0.0 0.0 0.1173
H 1.825 1.082 -2.289 0.1 0.0 -0.1 0.0626
H 2.803 -0.150 -3.135 0.0 0.1 0.1 0.0892
H 5.367 0.141 0.411 -0.1 0.1 0.1 0.1204
H 5.021 1.745 1.073 0.1 -0.1 0.0 0.1305
H 4.959 -0.576 2.587 0.1 0.1 0.0 0.1103
H 4.085 0.897 3.010 0.0 -0.1 0.0 0.1155
H 2.932 -1.401 1.374 0.0 0.0 0.0 0.1132
H 2.547 -1.047 3.071 0.0 0.0 0.0 0.1170
H 0.346 0.124 3.146 0.0 -0.1 0.1 0.1134
H -1.092 1.948 2.298 -0.1 0.0 0.1 0.1029
H -0.365 3.297 0.372 -0.1 0.1 0.0 0.1105
H 1.777 2.816 -0.742 0.0 0.0 -0.1 0.1253
H -2.954 -0.206 2.211 0.1 -0.1 0.2 0.1000
H -5.561 0.466 2.459 -0.2 0.0 0.1 0.1208
H -3.751 1.671 -2.334 0.0 0.0 0.0 0.0652
H -5.413 1.024 -2.297 -0.1 0.0 -0.1 0.0883
H -5.085 2.647 -1.694 0.0 0.1 -0.1 0.0903
```
Positions in Å, forces in eV/Å.

Results
- HOMO level (eV) = -8.11
- largest force on an atom (eV/Å) = 1.10
- structure (SMILES) = COCCn1c(SCC(=O)N2CCCc3ccccc32)nnc1-c1ccoc1C

***

(4)
Computed, not measured: an isolated molecule of C21H24N4O3S at a distorted geometry, with wB97M-V/def2-TZVPD.

XYZ file:
```
53
Properties=species:S:1:pos:R:3:forces:R:3:lowdin_charge:R:1
C -6.154 -2.138 0.992 0.3 0.3 -0.1 -0.0587
C -5.451 -0.791 0.930 -0.4 -0.1 0.3 -0.2492
O -4.313 -0.946 0.105 0.2 -0.1 -0.2 -0.0558
C -3.507 0.112 -0.135 0.3 0.4 -0.1 -0.2265
C -3.691 1.386 0.395 -0.3 -0.3 0.2 -0.0031
C -2.798 2.403 0.109 0.3 0.0 -0.3 -0.0380
C -1.702 2.178 -0.719 -0.3 -0.4 0.0 -0.1655
C -0.691 3.213 -1.045 0.0 0.4 0.1 -0.4115
C -0.918 4.596 -0.476 0.3 0.0 -0.2 -0.0150
O 0.272 2.963 -1.733 0.0 0.0 0.0 0.0929
C -1.531 0.901 -1.261 -0.1 0.1 0.0 0.0407
C -2.410 -0.127 -0.987 -0.2 0.0 0.1 -0.2131
C -2.169 -1.505 -1.501 0.2 -0.1 0.3 -0.3556
S -1.164 -2.419 -0.258 -0.3 -0.3 -0.1 0.9898
C 0.385 -1.756 -0.701 0.0 0.0 0.1 -0.6289
N 0.790 -1.527 -1.921 -0.9 -0.5 0.0 0.0288
N 2.035 -1.057 -1.848 1.2 0.5 -0.1 0.0867
C 2.387 -0.984 -0.589 -0.4 -0.2 -0.1 -0.2458
C 3.699 -0.534 -0.154 0.5 0.2 0.2 -0.1409
C 3.894 0.268 0.969 0.1 -0.1 -0.2 -0.0056
C 5.191 0.640 1.286 -0.2 0.0 0.2 -0.1425
N 6.252 0.284 0.584 0.5 0.2 0.2 0.0541
C 6.060 -0.454 -0.497 -0.1 -0.2 -0.3 -0.1430
C 4.814 -0.890 -0.913 -0.1 0.1 0.2 -0.0026
N 1.355 -1.427 0.203 0.0 0.1 -0.9 0.0134
C 1.250 -1.563 1.629 -0.3 0.3 0.6 -0.1081
C 0.326 -0.498 2.229 0.0 -0.1 0.0 -0.2072
O 0.917 0.768 2.071 0.3 -0.3 -0.1 -0.2023
C 0.102 1.820 2.518 -0.1 0.1 0.0 -0.0891
H -5.479 -2.889 1.394 0.0 -0.1 0.1 0.0792
H -7.032 -2.068 1.629 -0.1 0.0 0.1 0.0775
H -6.460 -2.444 -0.004 -0.1 0.0 -0.1 0.0795
H -6.121 -0.030 0.508 0.1 0.0 0.1 0.1285
H -5.146 -0.475 1.937 0.0 0.0 -0.1 0.1278
H -4.528 1.593 1.043 -0.1 0.0 0.0 0.1049
H -2.970 3.374 0.548 0.0 0.1 0.0 0.1099
H -0.938 4.561 0.611 -0.1 0.0 0.1 0.0772
H -1.865 4.995 -0.832 -0.1 0.1 0.0 0.0870
H -0.110 5.247 -0.799 0.0 0.0 0.0 0.0849
H -0.682 0.730 -1.907 0.1 0.0 -0.1 0.1238
H -1.589 -1.517 -2.420 -0.1 0.0 0.0 0.0786
H -3.093 -2.070 -1.599 0.1 0.0 -0.1 0.0813
H 3.059 0.624 1.551 -0.1 0.0 0.1 0.0916
H 5.392 1.259 2.152 -0.1 0.1 0.1 0.1047
H 6.953 -0.708 -1.053 0.0 -0.1 -0.1 0.1044
H 4.690 -1.487 -1.801 0.0 -0.1 -0.1 0.1102
H 2.247 -1.477 2.063 -0.1 -0.1 0.0 0.1301
H 0.836 -2.551 1.856 0.1 0.1 0.0 0.1249
H -0.652 -0.527 1.725 0.1 0.0 0.1 0.0975
H 0.171 -0.719 3.296 0.0 0.0 -0.1 0.1332
H 0.647 2.739 2.312 -0.1 0.1 0.0 0.0951
H -0.856 1.832 1.984 0.0 0.0 0.0 0.0762
H -0.092 1.738 3.595 0.0 0.0 0.0 0.0938
```
Positions in Å, forces in eV/Å.

Results
- HOMO level (eV) = -8.31
- largest force on an atom (eV/Å) = 1.27
- structure (SMILES) = CCOc1ccc(C(C)=O)cc1CSc1nnc(-c2ccncc2)n1CCOC

***

ΔE to the lowest compared entry with this formula, charge and spin for the records above, in order: 302.1, 284.3, 199.1, 219.3 kJ/mol
E for the records above, in order: -35383.713, -46218.408, -45104.276, -45104.066 eV